# 1
Entry from the Open Molecules 2025 dataset: H11Na3O6 as an isolated structure in a non-equilibrium geometry (wB97M-V/def2-TZVPD).

Structure (XYZ):
```
20
H11Na3O6 wB97M-V/def2-TZVPD
Na 13.68465 10.67433 -7.38587
Na 14.26992 9.29200 -9.65010
Na 11.91884 10.77959 -9.58777
O 13.57039 11.14931 -9.14566
H 14.51763 11.27107 -8.93963
O 14.83621 12.34313 -10.69025
H 14.11279 11.90920 -10.23793
H 14.53466 12.43292 -11.59426
O 16.54955 12.22416 -9.53801
H 15.71493 12.33877 -9.99245
H 17.21138 12.45574 -10.18962
O 15.57129 10.75372 -7.91721
H 15.79620 11.26979 -8.69136
H 16.01272 11.20011 -7.19465
O 15.58662 10.21144 -10.47453
H 16.33707 10.26322 -11.06646
H 15.18262 11.07786 -10.52287
O 12.99419 13.16563 -9.50453
H 12.48553 13.30272 -8.70534
H 13.42145 12.31896 -9.37479
```

Calculated values
- Kohn-Sham gap (Ha) = 0.3255
- energy relative to the best compared isomer or geometry (same formula, charge and spin) (kcal/mol) = 251.1
- net charge = +2
- LUMO (eV) = -8.92

***

# 2
Entry from the Open Molecules 2025 dataset: a 2-piece molecular cluster, C5H7BS overall in a non-equilibrium geometry (wB97M-V/def2-TZVPD).

Structure (XYZ):
```
14
C5H7BS wB97M-V/def2-TZVPD
B 0.54556 0.47846 -0.63957
C 0.62611 -1.05724 -0.78465
C -0.16748 -1.66431 0.16731
C -0.93144 -1.02466 1.19817
C -0.81495 0.29020 1.49630
C -0.19733 1.20422 0.48114
S 2.07177 2.08673 -2.60509
H 1.19901 -1.66001 -1.35126
H -0.30184 -2.69735 0.34764
H -1.37647 -1.74772 1.79415
H -1.24595 0.74998 2.29033
H 0.33737 1.91156 0.96232
H -0.91785 1.75357 -0.02373
H 1.17349 1.37656 -3.33306
```

Calculated values
- Kohn-Sham gap (Ha) = 0.2566
- energy relative to the best compared isomer or geometry (same formula, charge and spin) (kcal/mol) = 69.1
- net charge = 0
- LUMO (eV) = -0.99

***

# 3
Entry from the Open Molecules 2025 dataset: one molecule with the formula C6H10 (wB97M-V/def2-TZVPD).

Structure (XYZ):
```
16
C6H10 wB97M-V/def2-TZVPD
C 2.20154 -0.04260 0.17955
C 0.74671 -0.34094 0.51866
C -1.35444 -1.59954 -0.89613
C -2.02297 -0.40213 -0.48777
C -1.58144 0.66276 0.20515
C -0.13502 0.90516 0.53499
H 2.62650 0.67553 0.89035
H 2.28179 0.39000 -0.82398
H 2.81551 -0.94843 0.20327
H 0.66755 -0.85812 1.48112
H -1.30372 -1.60252 -2.00452
H 0.35350 -1.08313 -0.21237
H -3.07320 -0.40732 -0.81436
H -2.28388 1.46026 0.43713
H 0.26132 1.65583 -0.16527
H -0.06786 1.37664 1.52289
```

Calculated values
- Kohn-Sham gap (alpha / beta) (Ha) = 0.2787 / 0.2766
- energy relative to the best compared isomer or geometry (same formula, charge and spin) (kcal/mol) = 97.6
- net charge = 0
- LUMO (alpha / beta) (eV) = -0.38 / -0.47

***

# 4
Entry from the Open Molecules 2025 dataset: a 2-piece molecular cluster, C25H37N4O4S overall in a non-equilibrium geometry (wB97M-V/def2-TZVPD).

Structure (XYZ):
```
71
C25H37N4O4S wB97M-V/def2-TZVPD
C -2.19426 1.76777 -5.73036
C -2.96926 0.67490 -4.78056
C -4.09583 -0.23788 -5.60528
C -4.67347 -1.50579 -4.73805
C -4.20730 -2.98308 -5.26852
C -2.99540 -3.68305 -4.40194
C -1.64513 -2.79760 -4.66031
C -0.81312 -2.35865 -3.32397
C -1.42163 -1.93324 -1.86578
O -2.87372 -1.91671 -1.63871
C -0.45138 -1.45708 -0.59637
C -0.99535 -1.01273 0.88457
C -2.28487 -0.00109 0.87980
O -2.08322 1.31680 0.95311
C 1.20639 -1.40528 -0.81364
N 2.28174 -0.96891 0.17253
S 3.81433 -1.10743 -0.72481
N 3.38038 -1.70183 -2.33907
C 1.85685 -1.82724 -2.25943
C 0.84763 -2.29429 -3.47754
O 1.51002 -2.62557 -4.77615
C 1.96107 -4.02075 -4.65496
N 2.37799 -5.23992 -4.56577
H -3.00158 2.54610 -6.11003
H -1.63975 1.27687 -6.66322
H -1.39032 2.32881 -5.05352
H -2.14654 0.03103 -4.25375
H -3.56030 1.22685 -3.90270
H -4.99913 0.49249 -5.80685
H -3.66368 -0.54824 -6.66811
H -4.45872 -1.28479 -3.60972
H -5.86105 -1.47042 -4.85409
H -3.76403 -2.81917 -6.36494
H -5.14983 -3.68659 -5.42437
H -2.81832 -4.75106 -4.90568
H -3.25293 -3.90151 -3.28254
H -0.90583 -3.47600 -5.30742
H -1.82315 -1.83130 -5.33753
H -3.24025 -0.99484 -1.79278
H -1.15402 -1.97876 1.52510
H -0.10585 -0.41657 1.41251
H -3.35467 -0.50252 0.76347
C 3.23930 2.78158 6.87301
C 2.08857 2.16513 6.04745
C 1.44385 3.25643 5.15326
C 2.29889 3.72779 3.98192
C 3.27452 2.67494 3.47095
C 2.88392 1.21097 3.79847
N 2.72354 1.09264 5.25870
O 2.39330 -0.19035 5.66959
C 4.08237 0.33046 3.35139
C 1.65018 0.80192 2.96193
C 0.98060 1.73228 7.05072
H 3.68721 2.04029 7.54272
H 2.88383 3.61186 7.49563
H 4.03920 3.17095 6.23662
H 0.49380 2.88144 4.75288
H 1.16999 4.13266 5.75984
H 1.63476 4.04412 3.16785
H 2.86299 4.62237 4.27082
H 3.40712 2.80703 2.38907
H 4.25885 2.88815 3.90764
H 4.97652 0.54917 3.94781
H 4.33632 0.51618 2.30022
H 3.86724 -0.74048 3.44664
H 1.85872 0.91397 1.88977
H 0.76462 1.40622 3.17966
H 1.37857 -0.24689 3.12228
H 0.61504 2.59471 7.62347
H 1.34618 1.00539 7.78405
H 0.11749 1.29731 6.53302
```

Calculated values
- Kohn-Sham gap (Ha) = 0.0746
- net charge = -1
- LUMO (eV) = 0.11

***

# 5
Entry from the Open Molecules 2025 dataset: B3F12Sn as an isolated structure in a non-equilibrium geometry (wB97M-V/def2-TZVPD).

Structure (XYZ):
```
16
B3F12Sn wB97M-V/def2-TZVPD
Sn -4.04920 1.90129 -16.38216
B -1.50211 3.14041 -14.44597
F -1.62486 3.39128 -15.85042
F -2.21776 1.91090 -14.31451
F -0.18508 2.92715 -14.07957
F -2.04491 4.14591 -13.67325
B -5.68383 1.76227 -13.91828
F -6.51402 1.51738 -12.85138
F -4.93900 0.60806 -14.28313
F -6.38486 2.14376 -15.09420
F -4.76787 2.80386 -13.69695
B -6.45935 1.66159 -18.85574
F -6.06730 0.57144 -18.06935
F -7.09318 2.62932 -18.07209
F -5.22436 2.26209 -19.23190
F -7.30509 1.28669 -19.88982
```

Calculated values
- Kohn-Sham gap (Ha) = 0.3467
- energy relative to the best compared isomer or geometry (same formula, charge and spin) (kcal/mol) = 6.7
- net charge = -1
- LUMO (eV) = -0.18

***

# 6
Entry from the Open Molecules 2025 dataset: a 10-piece molecular cluster, C16H29Cl19N2PS overall in a non-equilibrium geometry (wB97M-V/def2-TZVPD).

Structure (XYZ):
```
68
C16H29Cl19N2PS wB97M-V/def2-TZVPD
S 5.34175 -4.07481 -3.59656
P 6.41663 -3.04640 -2.37434
C 6.05133 -1.24880 -2.25815
C 7.07402 -0.34222 -2.13163
C 6.82920 1.04641 -2.02115
N 5.61677 1.51799 -2.01355
N 4.65674 0.61646 -2.14900
C 4.73537 -0.69894 -2.26189
C 3.51915 -1.55540 -2.40120
C 2.16670 -0.82753 -2.29979
C 1.71516 -0.69161 -0.82210
Cl 0.03336 -1.24240 -0.62709
H 7.76112 -3.06547 -2.79169
H 6.45161 -3.50669 -1.04135
H 8.12682 -0.68981 -2.10036
H 7.66905 1.71879 -1.91705
H 3.72008 1.00782 -2.16883
H 3.58617 -1.98491 -3.40499
H 3.54963 -2.39372 -1.70605
H 1.41417 -1.40606 -2.82870
H 2.17337 0.15962 -2.77095
H 1.85329 0.31363 -0.42866
H 2.32925 -1.36503 -0.22509
C -3.06047 -1.05407 1.43081
Cl -3.48015 -2.56358 0.61296
Cl -4.45514 -0.33965 2.24550
H -2.29688 -1.25867 2.17115
H -2.69139 -0.34948 0.69398
C 0.84916 -0.49542 2.76704
Cl 2.44374 -1.05485 3.29813
Cl -0.35960 -0.65350 4.04175
H 0.92518 0.55007 2.48896
H 0.54898 -1.09392 1.91343
C 5.59190 -6.85846 -0.18776
Cl 4.43831 -5.51379 -0.07303
Cl 6.19987 -7.06957 -1.83120
H 6.42756 -6.64948 0.46929
H 5.09200 -7.76884 0.12010
C -7.79365 -0.93202 0.35049
Cl -8.21805 -2.44177 -0.46038
Cl -9.19054 -0.21277 1.16490
H -7.02796 -1.13612 1.08897
H -7.42354 -0.23099 -0.38811
C -12.30621 1.83804 2.13643
Cl -12.14892 3.49370 2.73596
Cl -13.55822 1.71104 0.89849
H -11.35900 1.53465 1.70732
H -12.56795 1.19225 2.96684
C 10.98032 -0.20614 0.06747
Cl 9.27849 -0.33077 -0.47232
Cl 11.88432 0.89464 -0.95826
H 10.99331 0.16174 1.08679
H 11.42707 -1.19202 0.01779
C 14.71707 2.49725 -3.60036
Cl 14.11084 1.09985 -4.49526
Cl 13.46592 3.20469 -2.56710
H 15.54266 2.17933 -2.97520
H 15.04694 3.24887 -4.30723
C -14.24590 3.79231 5.99553
Cl -14.70674 2.27879 5.20714
Cl -15.61748 4.55574 6.80380
H -13.48143 3.57956 6.73321
H -13.86405 4.47002 5.24085
C -14.48508 5.66345 0.41615
Cl -15.90491 5.55822 1.46397
Cl -14.33338 7.26928 -0.31081
H -13.59943 5.46268 1.00664
H -14.57831 4.92876 -0.37468
```

Calculated values
- Kohn-Sham gap (Ha) = 0.2391
- net charge = +1
- LUMO (eV) = -4.98

***

# 7
Entry from the Open Molecules 2025 dataset: a 3-piece molecular cluster, CH8NO3 overall in a non-equilibrium geometry (wB97M-V/def2-TZVPD).

Structure (XYZ):
```
13
CH8NO3 wB97M-V/def2-TZVPD
N -0.06029 -2.26284 -0.41663
C -0.69776 -0.85497 -0.25594
O -0.20810 -0.05006 0.75800
H 0.95956 -2.18438 -0.35166
H -0.20263 -2.57310 0.56567
H -0.51679 -0.31898 -1.20025
H -1.72363 -1.18380 -0.04918
H -0.81125 1.53697 0.68546
H -1.70041 2.64975 -0.01951
O -0.93944 2.51763 0.54609
H 1.37044 0.86985 0.44807
H 2.35435 0.62781 -0.71813
O 2.17594 1.22614 0.00800
```

Calculated values
- Kohn-Sham gap (Ha) = 0.3033
- energy relative to the best compared isomer or geometry (same formula, charge and spin) (kcal/mol) = 11.5
- net charge = -1
- LUMO (eV) = 4.44

***

# 8
Entry from the Open Molecules 2025 dataset: C3H5NO2 as an isolated structure in a non-equilibrium geometry (wB97M-V/def2-TZVPD).

Structure (XYZ):
```
11
C3H5NO2 wB97M-V/def2-TZVPD
N -2.11760 -0.45240 -0.10579
C -0.84030 -0.20701 -0.28615
O -0.43248 0.97849 0.19398
C 0.85339 0.28521 0.65833
C 1.69879 0.07367 -0.58513
O 2.65246 -0.66151 -0.63784
H -2.41879 -1.36019 -0.42100
H -2.80275 0.27188 0.06744
H 0.82837 -0.68042 1.21994
H 1.20628 1.05077 1.33053
H 1.37263 0.70151 -1.43430
```

Calculated values
- Kohn-Sham gap (Ha) = 0.3503
- energy relative to the best compared isomer or geometry (same formula, charge and spin) (kcal/mol) = 89.1
- net charge = 0
- LUMO (eV) = 0.89

***

> What is the net charge in the sixth record?

+1

***

> net charge of number 7 (CH8NO3)?

-1

***

> Which formula does entry 5 have?

B3F12Sn

***

> What is the formula in the fifth record?

B3F12Sn